Computed, not measured: 6 unconnected molecules or ions with the total composition H12O6 at a distorted geometry, with the ωB97M-V functional and the def2-TZVPD basis.

Atoms and positions in Å:
H  1.689  -0.880  1.975
H  -5.314  -1.000  -1.380
H  2.680  1.828  1.716
O  -4.366  -1.159  -1.433
H  -2.259  -0.107  -3.784
O  -2.834  -0.548  -4.406
H  3.449  1.812  0.444
O  1.468  -1.770  4.305
H  0.746  -2.212  4.763
O  0.949  1.639  -1.166
O  3.476  2.200  1.322
H  1.420  0.974  -0.669
H  -2.950  0.132  -5.063
H  -4.232  -1.381  -2.363
H  0.013  1.670  -0.990
H  1.927  -1.346  5.036
H  0.714  -0.678  1.000
O  1.528  -0.245  1.310

Computed properties:
- total charge = 0
- calculated total energy (a.u.) = -458.6133
- energy above the lowest of the compared OMol25 structures with the same formula, charge and spin (kJ/mol) = 155.3
- HOMO-LUMO gap (eV) = 11.2
- SMILES string = O.O.O.O.O.O

How is the electron density shared among the atoms? According to Mulliken, the charges in e are: atom 1 (H): 0.27, atom 2 (H): 0.31, atom 3 (H): 0.32, atom 4 (O): -0.65, atom 5 (H): 0.32, atom 6 (O): -0.63, atom 7 (H): 0.29, atom 8 (O): -0.61, atom 9 (H): 0.31, atom 10 (O): -0.62, atom 11 (O): -0.63, atom 12 (H): 0.34, atom 13 (H): 0.32, atom 14 (H): 0.33, atom 15 (H): 0.30, atom 16 (H): 0.31, atom 17 (H): 0.30, atom 18 (O): -0.58